{
  "formula": "C19H19N3O5",
  "method": "ωB97M-V with the def2-TZVPD basis set",
  "energy_ha": -1275.88220,
  "fmax_ev_per_a": 1.25,
  "homo_energy_ha": -0.27533,
  "elements": ["C", "O", "C", "C", "C", "C", "C", "O", "N", "N", "C", "C", "C", "C", "O", "N", "C", "C", "C", "C", "C", "C", "O", "C", "O", "C", "C", "H", "H", "H", "H", "H", "H", "H", "H", "H", "H", "H", "H", "H", "H", "H", "H", "H", "H", "H"],
  "positions_angstrom": [[-7.26, -1.71, -0.05], [-5.97, -2.26, -0.07], [-4.90, -1.43, -0.09], [-4.97, -0.04, -0.09], [-3.81, 0.72, -0.12], [-2.56, 0.10, -0.15], [-1.29, 0.85, -0.16], [-0.23, 0.37, 0.20], [-1.37, 2.14, -0.63], [-0.23, 2.88, -0.86], [0.58, 3.10, 0.10], [0.34, 2.82, 1.55], [1.90, 3.67, -0.28], [3.05, 2.64, -0.18], [4.19, 3.01, -0.10], [2.64, 1.35, -0.23], [3.42, 0.19, -0.18], [4.81, 0.21, -0.22], [5.55, -0.97, -0.18], [4.86, -2.15, -0.11], [3.47, -2.18, -0.07], [2.72, -1.03, -0.10], [3.04, -3.48, 0.00], [4.20, -4.27, 0.01], [5.34, -3.44, -0.06], [-2.50, -1.29, -0.13], [-3.65, -2.05, -0.11], [-7.46, -1.10, -0.94], [-7.95, -2.56, -0.04], [-7.43, -1.10, 0.85], [-5.92, 0.47, -0.06], [-3.90, 1.79, -0.10], [-2.13, 2.38, -1.25], [0.93, 3.50, 2.17], [-0.72, 2.94, 1.79], [0.61, 1.80, 1.80], [2.18, 4.51, 0.35], [1.87, 4.00, -1.32], [1.64, 1.15, -0.24], [5.32, 1.16, -0.27], [6.63, -0.95, -0.21], [1.65, -1.04, -0.06], [4.19, -4.95, -0.85], [4.24, -4.86, 0.94], [-1.53, -1.76, -0.13], [-3.61, -3.13, -0.10]]
}